*P*
A 2-piece molecular cluster, C5H15NO2 overall, computed with wB97M-V/def2-TZVPD.

```
23
Properties=species:S:1:pos:R:3
C 0.579 -0.952 0.043
O -0.257 -1.676 0.904
C -0.072 0.404 -0.445
C 0.012 0.959 -1.893
C 0.630 -0.016 -2.888
C -1.419 1.358 -2.298
N 0.359 1.358 0.554
H 0.630 -1.555 -0.859
H 1.544 -0.802 0.539
H -0.978 -1.185 1.324
H -1.140 0.320 -0.180
H 0.613 1.866 -1.839
H 0.381 -1.051 -2.680
H 1.728 0.013 -2.847
H 0.416 0.182 -3.944
H -1.820 2.095 -1.599
H -2.069 0.482 -2.224
H -1.560 1.775 -3.297
H 0.415 0.992 1.509
H 1.212 1.889 0.380
H 0.534 -1.639 4.346
H 0.587 -1.676 5.865
O 0.124 -1.257 5.127
```

Values from the calculation:
- Charge: +1
- LUMO level (spin up / spin down): -3.3754 / -8.5081 eV
- <S²>: 0.75
- 2S+1: 2



*Q*
A 4-piece molecular cluster, C5H15NO2 overall, computed with wB97M-V/def2-TZVPD.

```
23
Properties=species:S:1:pos:R:3
C 0.910 0.901 -1.555
N 0.609 0.260 0.801
C 0.016 0.216 -0.483
C -3.316 1.339 0.087
C -3.177 0.090 0.713
C -2.305 -0.931 1.159
H 0.575 0.522 -2.518
H 1.986 0.598 -1.382
H 0.809 2.020 -1.591
H 1.620 0.289 0.742
H -0.249 -0.858 -0.755
H -0.946 0.731 -0.459
H -2.899 1.439 -0.951
H -4.250 1.810 0.253
H -4.193 -0.253 0.862
H -2.811 -1.876 1.231
H -1.274 -0.818 1.532
H 2.855 -1.051 -0.259
H 0.195 0.960 1.378
O 3.299 0.141 0.460
H 3.625 -0.050 1.339
H 2.341 -2.459 -0.399
O 2.399 -1.706 -0.979
```

Values from the calculation:
- Charge: +1
- LUMO level (spin up / spin down): -7.5748 / -7.5756 eV
- <S²>: 0.75
- 2S+1: 2



We find *P* to be the most stable, with the next structure 487.4 kJ/mol higher.



*P*
C31H26F3N9O9PSW as an isolated structure, computed with wB97M-V/def2-TZVPD.

```
81
Properties=species:S:1:pos:R:3
W 0.601 0.590 0.531
O 2.044 4.206 1.953
C 1.717 3.231 1.328
N 0.964 2.147 1.772
C 0.328 2.242 3.011
O 0.175 3.224 3.694
C -0.098 0.884 3.440
C -0.544 0.650 4.733
C -0.745 -0.648 5.167
C -0.445 -1.685 4.267
C -0.039 -1.391 2.991
N 0.115 -0.117 2.521
C 2.219 2.955 -0.051
C 2.909 3.924 -0.760
C 3.388 3.625 -2.023
C 3.205 2.322 -2.500
C 2.516 1.404 -1.749
N 1.960 1.704 -0.538
H -0.675 1.504 5.379
H -1.080 -0.865 6.168
H -0.523 -2.715 4.578
H 0.226 -2.187 2.297
H 3.030 4.890 -0.295
H 3.912 4.356 -2.615
H 3.600 2.032 -3.459
H 2.416 0.367 -2.072
O -0.188 3.555 -0.174
C -0.613 2.476 -0.558
O -1.132 1.578 0.284
C -0.606 2.104 -2.012
C -0.825 3.013 -3.035
C -0.719 2.584 -4.361
C -0.426 1.267 -4.679
C -0.244 0.343 -3.663
C -0.265 0.764 -2.308
O 0.107 -0.029 -1.315
N -0.093 -1.039 -3.984
O -0.708 -1.828 -3.251
O 0.562 -1.364 -4.950
N -0.973 3.515 -5.443
O -0.909 3.082 -6.570
O -1.243 4.654 -5.141
H -1.066 4.042 -2.815
H -0.366 0.960 -5.714
F 5.022 -4.014 2.098
C 4.002 -3.451 1.446
F 4.170 -3.727 0.150
F 2.889 -4.095 1.842
C 3.900 -1.971 1.721
C 4.852 -1.302 2.473
C 4.682 0.061 2.711
C 3.557 0.697 2.235
N 2.624 0.064 1.494
C 2.816 -1.251 1.210
S 1.600 -1.829 0.140
H 5.705 -1.836 2.858
H 5.418 0.613 3.268
H 3.387 1.746 2.444
C -3.748 -3.445 0.431
N -2.991 -3.183 -0.855
C -3.837 -2.245 -1.703
N -4.149 -1.066 -0.990
C -4.845 -1.353 0.250
N -4.058 -2.233 1.097
C -2.898 -1.564 1.645
P -1.702 -0.961 0.316
C -1.649 -2.618 -0.574
C -3.004 -0.207 -0.802
H -3.131 -4.084 1.068
H -4.673 -3.973 0.180
H -2.859 -4.052 -1.379
H -4.755 -2.774 -1.972
H -3.266 -2.005 -2.602
H -5.805 -1.826 0.029
H -5.032 -0.421 0.783
H -2.376 -2.253 2.316
H -3.231 -0.706 2.236
H -1.082 -3.330 0.033
H -1.116 -2.463 -1.523
H -2.557 -0.004 -1.780
H -3.328 0.743 -0.371
```

Values from the calculation:
- Charge: +1
- LUMO level (spin up / spin down): -3.4078 / -3.4074 eV



*Q*
C31H26F3N9O9PSW as an isolated structure, computed with wB97M-V/def2-TZVPD.

```
81
Properties=species:S:1:pos:R:3
W 0.549 -0.676 1.011
O 2.887 0.690 4.050
C 2.031 0.694 3.207
N 2.136 0.251 1.884
C 3.372 0.346 1.248
O 4.319 1.012 1.607
C 3.328 -0.375 -0.039
C 4.508 -0.680 -0.695
C 4.480 -1.380 -1.884
C 3.220 -1.717 -2.401
C 2.079 -1.356 -1.736
N 2.064 -0.703 -0.524
C 0.647 1.226 3.439
C 0.249 1.692 4.684
C -1.010 2.255 4.811
C -1.805 2.357 3.675
C -1.330 1.864 2.471
N -0.132 1.285 2.335
H 5.427 -0.372 -0.226
H 5.388 -1.657 -2.388
H 3.149 -2.258 -3.331
H 1.104 -1.584 -2.156
H 0.936 1.597 5.511
H -1.360 2.613 5.768
H -2.776 2.822 3.723
H -1.918 1.958 1.567
O -0.892 -3.368 2.352
C -1.140 -2.189 2.442
O -0.235 -1.268 2.713
C -2.489 -1.595 2.117
C -3.728 -1.865 2.680
C -4.838 -1.171 2.184
C -4.766 -0.269 1.137
C -3.523 -0.004 0.547
C -2.388 -0.674 1.067
O -1.190 -0.412 0.584
N -3.321 0.904 -0.476
O -2.206 0.860 -1.152
O -4.163 1.776 -0.732
N -6.133 -1.380 2.816
O -7.066 -0.752 2.377
O -6.172 -2.151 3.743
H -3.849 -2.571 3.487
H -5.660 0.215 0.776
F 2.363 -5.864 1.083
C 2.278 -5.450 -0.175
F 3.419 -4.788 -0.460
F 2.271 -6.536 -0.956
C 1.088 -4.563 -0.438
C 0.118 -4.894 -1.366
C -0.895 -3.973 -1.650
C -0.879 -2.751 -1.024
N 0.046 -2.425 -0.089
C 1.005 -3.338 0.245
S 2.022 -2.789 1.505
H 0.146 -5.849 -1.869
H -1.662 -4.202 -2.369
H -1.593 -1.974 -1.274
C 1.008 4.377 -2.091
N 1.900 3.193 -2.428
C 1.434 2.645 -3.768
N 0.073 2.282 -3.699
C -0.758 3.417 -3.344
N -0.346 3.982 -2.070
C -0.710 3.167 -0.938
P 0.001 1.418 -1.047
C 1.807 2.142 -1.384
C -0.202 1.117 -2.899
H 1.161 5.150 -2.853
H 1.311 4.765 -1.116
H 2.871 3.508 -2.514
H 2.059 1.784 -4.026
H 1.569 3.429 -4.521
H -1.793 3.091 -3.270
H -0.674 4.181 -4.124
H -1.799 3.120 -0.882
H -0.336 3.636 -0.023
H 2.459 1.327 -1.703
H 2.214 2.546 -0.451
H -1.232 0.811 -3.070
H 0.472 0.316 -3.215
```

Values from the calculation:
- Charge: +1
- LUMO level (spin up / spin down): -4.5167 / -4.5157 eV



We find *P* to be the most stable, with the next structure 200.5 kJ/mol higher.



*P*
A 3-piece molecular cluster, C4H17N2O2 overall, computed with wB97M-V/def2-TZVPD.

```
25
Properties=species:S:1:pos:R:3
C 1.358 -1.524 0.633
N 1.951 -1.752 1.908
C -0.153 -1.086 0.772
N -0.627 -0.517 -0.495
C -1.975 0.203 -0.451
C -2.115 1.271 0.675
H 1.910 -0.768 0.085
H 1.425 -2.438 0.032
H 2.685 -1.098 2.196
H 2.071 -2.697 2.287
H -0.716 -1.943 1.131
H -0.145 -0.300 1.521
H 0.033 0.177 -0.906
H -0.783 -1.269 -1.168
H -2.735 -0.557 -0.284
H -2.092 0.667 -1.409
H -2.235 2.217 0.152
H -3.057 1.119 1.183
H -1.313 1.251 1.400
H 0.663 1.632 -2.733
H 0.178 0.256 -3.410
O 0.049 0.900 -2.710
H 2.481 1.669 -0.172
H 1.593 2.777 -0.130
O 1.550 1.812 -0.106
```

Values from the calculation:
- Charge: +2
- LUMO level (spin up / spin down): -6.8607 / -12.4545 eV
- <S²>: 0.75
- 2S+1: 2



*Q*
A 3-piece molecular cluster, C4H17N2O2 overall, computed with wB97M-V/def2-TZVPD.

```
25
Properties=species:S:1:pos:R:3
C 1.589 -0.526 -1.712
C 1.886 -0.927 -0.285
C 0.659 -1.473 0.471
C -1.691 -0.581 1.413
N -0.362 -0.226 0.930
N 0.547 0.556 -1.610
H 1.188 -1.381 -2.347
H 2.483 -0.390 -2.264
H 2.650 -1.570 -0.138
H 2.155 0.116 0.244
H 0.944 -1.949 1.439
H 0.182 -2.252 -0.183
H -2.147 -1.293 0.652
H -2.326 0.416 1.464
H -1.794 -0.949 2.407
H 0.079 0.478 1.559
H -0.418 0.225 0.005
H 1.016 1.559 -1.632
H -0.127 0.532 -2.380
H 0.716 1.469 4.034
H 0.789 2.806 3.320
O 0.833 1.828 3.142
H -3.238 0.459 -2.955
H -2.508 1.843 -3.046
O -3.106 1.230 -2.532
```

Values from the calculation:
- Charge: +2
- LUMO level (spin up / spin down): -7.1691 / -13.6957 eV
- <S²>: 0.75
- 2S+1: 2



We find *P* to be the most stable, with the next structure 234.9 kJ/mol higher.